# 1
Formula: C6H14N2O2
Source: OMol25
Level of theory: ωB97M-V/def2-TZVPD

XYZ file:
```
24
Properties=species:S:1:pos:R:3:forces:R:3
C -2.84984 -0.01845 0.89573 0.0 0.1 0.0
N -1.72208 -0.85495 0.55430 0.5 -0.1 -0.8
C -1.55899 -1.37451 -0.71682 -0.7 -0.2 1.4
C -0.17594 -1.86911 -1.02465 0.4 0.4 -0.8
O -2.51016 -1.45868 -1.46188 0.2 0.1 -0.7
H -3.52617 0.08245 0.04835 0.4 0.0 -0.2
H -3.45620 -0.45484 1.67422 0.0 -0.1 0.5
H -2.47769 0.96628 1.19250 -0.3 0.0 0.1
H -0.91493 -0.87356 1.15561 -0.1 0.1 0.0
H 0.21024 -1.23159 -1.82876 -0.1 -0.1 -0.1
H 0.55483 -1.75601 -0.22489 -0.2 -0.3 0.2
H -0.20850 -2.87358 -1.44365 0.0 0.0 0.3
C 1.19800 0.45853 1.86070 -0.2 0.1 -0.1
N 1.04082 1.24246 0.63120 -0.1 -0.7 -0.2
C 2.05007 1.03229 -0.28865 0.6 -0.3 0.0
C 1.87881 1.56467 -1.68320 -0.2 0.0 0.0
O 3.04105 0.38570 -0.00064 0.0 0.3 0.1
H 1.99110 0.92293 2.42915 0.1 -0.1 0.3
H 0.28279 0.43632 2.44952 -0.1 0.4 0.0
H 1.47310 -0.58441 1.67891 0.2 0.1 -0.2
H 0.11895 1.22405 0.21388 0.0 0.3 0.1
H 0.89862 1.99957 -1.83727 -0.3 -0.1 -0.2
H 2.60438 2.33429 -1.94938 0.2 -0.2 0.3
H 2.05774 0.70014 -2.32430 -0.2 0.2 -0.2
```
Forces are in eV/Å.

Output
* frontier orbital gap: 10.522 eV
* HOMO level: -9.86 eV
* maximum force: 0.03067 Eh/bohr
* relative energy (zero: lowest compared OMol25 entry of this formula, charge and spin): 17.27 kcal/mol
* SMILES: CNC(C)=O.CNC(C)=O

The Löwdin scheme yields these atomic charges, measured in e: number 1, C, carries -0.075; number 2, N, carries -0.005; number 3, C, carries -0.547; number 4, C, carries 0.010; number 5, O, carries 0.053; number 6, H, carries 0.085; number 7, H, carries 0.076; number 8, H, carries 0.080; number 9, H, carries 0.087; number 10, H, carries 0.085; number 11, H, carries 0.066; number 12, H, carries 0.091; number 13, C, carries -0.097; number 14, N, carries 0.012; number 15, C, carries -0.561; number 16, C, carries -0.002; number 17, O, carries 0.048; number 18, H, carries 0.086; number 19, H, carries 0.076; number 20, H, carries 0.077; number 21, H, carries 0.108; number 22, H, carries 0.073; number 23, H, carries 0.088; number 24, H, carries 0.086


# 2
Formula: C2H2N2O3
Source: OMol25
Level of theory: ωB97M-V/def2-TZVPD

XYZ file:
```
9
Properties=species:S:1:pos:R:3:forces:R:3
O 2.82873 1.00908 -1.20843 4.5 1.1 -1.0
C 1.73671 0.79025 -1.07868 -2.9 -1.0 1.8
N 0.57545 0.48952 -0.97385 -3.9 -0.8 1.9
N -0.09357 0.08617 0.48615 2.4 0.3 -2.9
O 0.55119 -1.05947 0.90034 -0.9 -0.3 0.2
C -1.50944 0.12312 0.35360 -1.8 1.1 0.8
O -2.24417 -0.70882 0.83333 1.2 0.4 -0.7
H 0.11122 -1.91394 0.63325 -0.1 1.3 -0.1
H -1.95612 1.18408 0.05429 1.5 -2.0 0.0
```
Forces are in eV/Å.

Output
* frontier orbital gap: 10.038 eV
* HOMO level: -10.47 eV
* maximum force: 0.09145 Eh/bohr
* relative energy (zero: lowest compared OMol25 entry of this formula, charge and spin): 87.57 kcal/mol
* SMILES: O=C=NN(O)C=O

The Löwdin scheme yields these atomic charges, measured in e: number 1, O, carries 0.232; number 2, C, carries -0.390; number 3, N, carries 0.155; number 4, N, carries -0.071; number 5, O, carries -0.006; number 6, C, carries -0.295; number 7, O, carries 0.061; number 8, H, carries 0.141; number 9, H, carries 0.172


# 3
Formula: C5H10O2
Source: OMol25
Level of theory: ωB97M-V/def2-TZVPD

XYZ file:
```
17
Properties=species:S:1:pos:R:3:forces:R:3
C -0.74325 2.47982 0.53044 0.0 0.3 0.0
O -0.61498 1.09211 0.34557 0.0 -0.1 0.0
C 0.72191 0.70846 0.09966 0.2 -0.1 0.0
C 0.77779 -0.76779 0.07489 -0.3 -0.1 0.0
C 0.19089 -1.91865 0.07054 0.3 0.4 0.0
O -0.90663 -2.67909 0.05389 -0.1 0.1 0.0
C 1.66505 -2.00547 0.14227 0.2 -0.2 0.0
H -0.10666 2.82478 1.35956 -0.1 0.0 -0.1
H -1.78784 2.68879 0.77650 0.2 -0.1 -0.1
H -0.47117 3.03862 -0.37845 0.0 -0.1 0.1
H 1.07609 1.13664 -0.85439 -0.1 -0.1 0.1
H 1.39152 1.09539 0.88667 -0.1 0.0 -0.1
H -1.67673 -2.09099 0.01174 0.2 -0.1 0.0
H 2.25258 -2.30896 -0.73224 -0.2 0.1 0.1
H 2.15024 -2.28200 1.08641 -0.1 0.1 -0.1
H -1.79877 -0.25398 -1.51396 0.0 0.0 0.0
H -2.12005 -0.75769 -1.95909 0.0 0.0 0.0
```
Forces are in eV/Å.

Output
* frontier orbital gap: 9.371 eV
* HOMO level: -8.43 eV
* maximum force: 0.00870 Eh/bohr
* relative energy (zero: lowest compared OMol25 entry of this formula, charge and spin): 116.07 kcal/mol
* SMILES: COCC1=C(O)C1.[H][H]

The Löwdin scheme yields these atomic charges, measured in e: number 1, C, carries -0.118; number 2, O, carries -0.214; number 3, C, carries -0.198; number 4, C, carries -0.105; number 5, C, carries -0.298; number 6, O, carries 0.081; number 7, C, carries -0.035; number 8, H, carries 0.089; number 9, H, carries 0.090; number 10, H, carries 0.090; number 11, H, carries 0.131; number 12, H, carries 0.129; number 13, H, carries 0.094; number 14, H, carries 0.081; number 15, H, carries 0.082; number 16, H, carries 0.042; number 17, H, carries 0.060


# 4
Formula: C4H7NOS
Source: OMol25
Level of theory: ωB97M-V/def2-TZVPD

XYZ file:
```
14
Properties=species:S:1:pos:R:3:forces:R:3
C -1.25569 1.80290 -0.51147 2.9 0.3 -1.5
S -1.26407 0.41874 0.61402 0.5 -0.7 0.5
C 0.17451 -0.55108 0.04087 3.1 3.3 0.4
C 0.50195 -1.68735 0.95889 -2.1 -2.3 2.3
O 0.20381 -0.63232 -1.32950 0.0 -1.2 -0.7
C 1.68276 0.31962 0.26392 -2.7 -0.9 -0.4
N 2.71989 0.80831 0.34285 0.1 0.1 0.1
H -1.14000 2.78649 -0.02247 0.5 -0.7 -0.1
H -2.18016 1.82842 -0.98708 -1.7 0.0 -0.9
H -0.45736 1.61687 -1.39003 -1.6 0.7 2.2
H 0.85241 -1.27777 1.97214 -0.7 -0.6 -1.6
H -0.39499 -2.42000 1.15813 1.1 1.7 -0.3
H 1.22360 -2.42834 0.64489 0.6 0.5 -0.7
H -0.66665 -0.58451 -1.75516 0.1 -0.2 0.6
```
Forces are in eV/Å.

Output
* frontier orbital gap: 10.137 eV
* HOMO level: -9.67 eV
* maximum force: 0.08817 Eh/bohr
* relative energy (zero: lowest compared OMol25 entry of this formula, charge and spin): 55.38 kcal/mol
* SMILES: CS[C@@](C)(O)C#N

The Löwdin scheme yields these atomic charges, measured in e: number 1, C, carries -0.407; number 2, S, carries 0.894; number 3, C, carries -0.792; number 4, C, carries -0.131; number 5, O, carries -0.066; number 6, C, carries -0.166; number 7, N, carries 0.104; number 8, H, carries 0.047; number 9, H, carries -0.010; number 10, H, carries 0.108; number 11, H, carries 0.115; number 12, H, carries 0.116; number 13, H, carries 0.080; number 14, H, carries 0.108